The ion C25H28N3O2 with charge +1 at a distorted geometry. Source: OMol25; level of theory: ωB97M-V/def2-TZVPD.

Last column: Löwdin charge in e.
Positions of all 58 atoms, in Å:
1 C -2.830 -2.837 -2.641  -0.024
2 N -2.116 -1.720 -2.148  -0.100
3 C -1.155 -1.717 -1.178  0.008
4 C -0.914 -0.375 -0.822  -0.114
5 C -0.134 0.133 0.364  -0.102
6 C 0.649 1.360 -0.055  -0.158
7 C 1.040 1.924 -1.282  0.005
8 N 1.579 3.158 -1.032  -0.087
9 C 1.939 4.140 -2.000  -0.008
10 C 1.610 3.386 0.363  -0.162
11 C 1.079 2.233 1.003  -0.142
12 C 0.602 2.298 2.341  -0.029
13 C 0.942 3.470 3.053  -0.070
14 C 1.618 4.552 2.421  -0.056
15 C 1.822 4.558 1.024  -0.010
16 C -1.622 0.481 -1.755  -0.130
17 C -2.414 -0.394 -2.524  -0.156
18 C -3.359 0.021 -3.439  -0.002
19 C -3.451 1.401 -3.637  -0.060
20 C -2.758 2.300 -2.800  -0.063
21 C -1.882 1.864 -1.777  -0.011
22 H -3.535 -2.464 -3.389  0.080
23 H -2.194 -3.604 -3.078  0.099
24 H -3.421 -3.349 -1.883  0.099
25 H -0.714 -2.649 -0.840  0.120
26 H -0.820 0.369 1.346  0.198
27 H 0.942 1.505 -2.305  0.161
28 H 2.333 4.982 -1.447  0.078
29 H 2.666 3.735 -2.701  0.103
30 H 1.076 4.494 -2.560  0.102
31 H 0.078 1.436 2.799  0.092
32 H 0.679 3.503 4.132  0.112
33 H 1.838 5.445 3.006  0.106
34 H 2.166 5.426 0.471  0.108
35 H -3.968 -0.725 -3.927  0.102
36 H -4.145 1.778 -4.359  0.100
37 H -2.861 3.368 -2.897  0.098
38 H -1.310 2.553 -1.107  0.123
39 C 1.195 -5.900 0.871  0.016
40 O 0.731 -4.662 1.518  -0.057
41 C 0.937 -3.489 0.904  -0.436
42 C 0.097 -2.330 1.488  -0.148
43 C 0.276 -2.265 3.030  -0.090
44 C 1.373 -1.241 3.297  -0.116
45 C 1.886 -0.909 1.898  -0.067
46 N 0.726 -1.113 0.903  0.012
47 O 1.812 -3.278 0.068  0.108
48 H 0.554 -6.598 1.458  0.111
49 H 0.932 -5.872 -0.223  0.113
50 H 2.294 -5.944 1.074  0.113
51 H -0.927 -2.447 1.156  0.149
52 H -0.673 -2.028 3.521  0.126
53 H 0.496 -3.264 3.406  0.120
54 H 0.981 -0.320 3.769  0.109
55 H 2.204 -1.639 3.902  0.133
56 H 2.327 0.071 1.743  0.120
57 H 2.673 -1.584 1.513  0.139
58 H 1.046 -1.225 -0.037  0.136

- Net charge: +1
- HOMO-LUMO gap: 8.37 eV
- Total energy: -34937.37841 eV
- ΔE to the lowest compared entry with this formula, charge and spin: 59.8 kJ/mol
- SMILES: COC(=O)[C@H]1CCC[N@@H+]1C(c1cn(C)c2ccccc12)c1cn(C)c2ccccc12
- Spin multiplicity: 1


An isolated molecule of C3H6FNO at a distorted geometry. Source: OMol25; level of theory: ωB97M-V/def2-TZVPD.

Last column: Löwdin charge in e.
Positions of all 12 atoms, in Å:
1 C -0.894 0.106 -0.388  -0.300
2 C 0.567 0.726 -0.051  -0.168
3 C 0.978 -0.778 1.630  -0.202
4 N -0.850 -1.321 -0.253  0.010
5 O 0.668 0.493 1.326  -0.050
6 F 2.032 -1.328 1.112  0.081
7 H -1.476 0.425 0.384  0.062
8 H -1.096 0.573 -1.398  0.128
9 H 1.409 0.314 -0.606  0.120
10 H 0.372 1.754 -0.286  0.107
11 H 0.726 -1.408 2.490  0.145
12 H -0.041 -1.741 -0.870  0.066

- HOMO-LUMO gap (alpha / beta): 7.66 / 9.94 eV
- Total energy: -9458.62463 eV
- ΔE to the lowest compared entry with this formula, charge and spin: 498.9 kJ/mol
- Spin multiplicity: 1


A cluster of 2 separate species, C3H7N3S in total at a distorted geometry. Source: OMol25; level of theory: ωB97M-V/def2-TZVPD.

Last column: Löwdin charge in e.
Positions of all 14 atoms, in Å:
1 C 0.175 1.308 -0.080  -0.326
2 C 1.458 0.568 0.581  -0.494
3 C -0.572 -1.788 0.159  -0.387
4 H -0.323 2.148 0.495  0.111
5 H 0.449 1.924 -0.883  0.070
6 H 1.242 0.610 1.813  0.144
7 H 2.457 1.110 0.394  0.052
8 H -1.012 -2.732 0.550  0.099
9 H -2.649 -1.090 -0.859  0.280
10 H -1.645 1.013 -1.054  0.150
11 N 0.694 -2.020 -0.030  -0.288
12 N -1.440 -0.622 0.177  -0.037
13 N -0.750 0.380 -0.746  -0.181
14 S 1.916 -0.809 -0.516  0.808

- HOMO-LUMO gap: 7.16 eV
- Total energy: -18523.24298 eV
- ΔE to the lowest compared entry with this formula, charge and spin: 697.4 kJ/mol
- Spin multiplicity: 1


A structure of composition C24H44F4N10O8S4 at a distorted geometry. Source: OMol25; level of theory: ωB97M-V/def2-TZVPD.

Last column: Löwdin charge in e.
Positions of all 94 atoms, in Å:
1 C -3.220 -1.793 -1.724  -0.053
2 C -3.275 -2.327 -3.228  -0.055
3 N -2.035 -1.956 -4.053  -0.007
4 C -1.341 -0.780 -4.086  -0.018
5 C -0.313 -1.023 -4.916  -0.041
6 N -0.351 -2.305 -5.344  -0.077
7 C -1.416 -2.837 -4.801  -0.087
8 C 0.610 -3.056 -6.078  -0.002
9 H -2.236 -1.369 -1.473  0.047
10 H -3.421 -2.515 -0.998  0.036
11 H -3.936 -1.006 -1.594  0.065
12 H -4.148 -1.882 -3.668  0.106
13 H -3.346 -3.446 -3.270  0.136
14 H -1.636 0.135 -3.529  0.166
15 H 0.385 -0.208 -5.221  0.162
16 H -1.729 -3.839 -4.870  0.142
17 H 0.393 -4.151 -6.075  0.115
18 H 1.570 -2.997 -5.575  0.089
19 H 0.637 -2.809 -7.131  0.106
20 C 1.802 6.271 2.663  -0.060
21 C 1.992 6.486 1.171  -0.154
22 N 1.132 7.618 0.765  -0.045
23 C 1.375 8.967 0.907  -0.003
24 C 0.244 9.669 0.586  -0.012
25 N -0.632 8.750 0.137  -0.089
26 C -0.052 7.537 0.173  -0.005
27 C -1.927 9.055 -0.488  0.026
28 H 2.237 7.065 3.287  0.083
29 H 2.359 5.352 2.939  0.092
30 H 0.719 6.087 2.877  0.103
31 H 1.548 5.643 0.655  0.098
32 H 3.033 6.661 0.763  0.160
33 H 2.214 9.399 1.425  0.139
34 H -0.035 10.711 0.791  0.155
35 H -0.526 6.588 -0.102  0.184
36 H -2.592 8.251 -0.323  0.083
37 H -1.857 9.204 -1.559  0.101
38 H -2.383 10.011 -0.110  0.125
39 C -4.650 -4.541 2.563  -0.057
40 C -4.296 -3.016 2.661  -0.136
41 N -3.761 -2.504 3.930  -0.064
42 C -3.553 -1.212 4.132  0.011
43 C -3.273 -1.140 5.469  0.023
44 N -3.427 -2.401 6.025  -0.081
45 C -3.549 -3.254 5.005  0.002
46 C -2.857 -2.828 7.283  0.015
47 H -4.840 -4.560 1.485  0.079
48 H -5.558 -4.837 3.101  0.086
49 H -3.771 -5.211 2.779  0.098
50 H -5.214 -2.487 2.531  0.122
51 H -3.536 -2.777 1.874  0.144
52 H -3.639 -0.452 3.403  0.142
53 H -3.186 -0.303 6.161  0.147
54 H -3.676 -4.284 5.104  0.152
55 H -3.268 -3.782 7.576  0.104
56 H -3.164 -2.115 8.034  0.102
57 H -1.771 -2.840 7.235  0.113
58 C 5.058 -0.460 1.590  -0.023
59 C 3.863 -1.226 0.986  -0.191
60 N 4.111 -1.721 -0.298  -0.056
61 C 4.368 -0.984 -1.437  -0.002
62 C 4.496 -1.855 -2.419  -0.006
63 N 4.429 -3.168 -1.925  -0.058
64 C 4.173 -3.014 -0.593  -0.002
65 C 4.386 -4.405 -2.610  -0.008
66 H 5.149 0.393 0.959  0.065
67 H 5.906 -1.038 1.749  0.053
68 H 4.883 -0.088 2.636  0.107
69 H 2.923 -0.657 0.958  0.103
70 H 3.661 -2.076 1.610  0.124
71 H 4.399 0.107 -1.468  0.140
72 H 4.616 -1.630 -3.474  0.142
73 H 3.767 -3.752 0.063  0.163
74 H 5.398 -4.679 -2.970  0.120
75 H 3.686 -4.401 -3.414  0.065
76 H 4.102 -5.147 -1.867  0.104
77 N 0.910 -3.075 -2.669  -0.288
78 S 0.414 -2.412 -1.400  0.491
79 O -0.812 -3.027 -0.936  -0.301
80 O 0.461 -0.954 -1.464  -0.286
81 F 1.551 -2.796 -0.312  -0.189
82 S 0.750 -4.689 -2.934  0.529
83 O -0.602 -5.071 -3.365  -0.282
84 O 1.331 -5.518 -1.927  -0.254
85 F 1.717 -4.710 -4.091  -0.154
86 N 0.180 1.932 -0.158  -0.297
87 S -1.185 1.786 0.706  0.553
88 O -1.110 1.085 1.883  -0.254
89 O -2.259 1.583 -0.203  -0.284
90 F -1.408 3.427 1.267  -0.293
91 S 1.586 1.812 0.400  0.402
92 O 2.516 1.359 -0.568  -0.281
93 O 1.711 1.181 1.670  -0.290
94 F 2.017 3.271 0.750  -0.173

- Net charge: +2
- HOMO-LUMO gap: 9.53 eV
- Total energy: -111078.23539 eV
- ΔE to the lowest compared entry with this formula, charge and spin: 0.0 kJ/mol
- Spin multiplicity: 1